Entry 1:
Density functional theory data (ωB97M-V/def2-TZVPD) for a molecular structure, C31H63FeO22 at a distorted geometry.

Atoms and positions in Å:
Fe  2.65  3.65  0.72
C  1.04  0.65  -1.01
C  0.21  1.44  0.00
C  -0.50  0.49  1.03
O  1.04  2.48  0.58
H  0.34  0.01  -1.57
H  1.73  -0.02  -0.51
H  1.55  1.29  -1.73
H  -0.58  1.99  -0.57
H  -1.17  -0.20  0.52
H  -1.08  1.06  1.77
H  0.27  -0.10  1.55
C  1.58  -3.59  -1.09
C  0.42  -3.47  -2.05
O  0.86  -3.59  -3.42
C  1.39  -2.56  -4.09
O  1.79  -1.52  -3.64
O  1.31  -2.90  -5.39
C  1.62  -1.93  -6.40
H  1.27  -3.35  -0.07
H  2.42  -2.96  -1.41
H  1.92  -4.63  -1.09
H  -0.13  -2.54  -1.94
H  -0.28  -4.29  -1.91
H  2.34  -1.19  -6.03
H  0.68  -1.44  -6.66
H  2.03  -2.47  -7.25
C  4.08  2.47  -5.43
C  4.25  1.58  -4.20
O  4.18  2.43  -3.02
C  4.16  1.93  -1.82
O  3.69  2.63  -0.86
O  4.46  0.65  -1.76
C  4.48  -0.08  -0.52
H  4.94  3.13  -5.55
H  3.16  3.07  -5.41
H  4.03  1.82  -6.30
H  5.24  1.13  -4.23
H  3.50  0.78  -4.10
H  4.63  -1.12  -0.80
H  3.53  0.01  -0.02
H  5.30  0.27  0.11
C  -4.47  1.76  7.19
C  -4.64  1.20  5.79
O  -3.34  1.06  5.16
C  -2.58  2.14  4.81
O  -2.91  3.29  4.74
O  -1.32  1.61  4.54
C  -0.24  2.49  4.27
H  -5.45  1.95  7.64
H  -3.90  2.68  7.22
H  -3.97  1.01  7.80
H  -5.28  1.82  5.16
H  -5.05  0.20  5.81
H  -0.26  3.33  4.97
H  -0.31  2.89  3.24
H  0.67  1.91  4.40
C  2.67  -1.34  2.51
C  2.07  -2.72  2.84
O  2.23  -3.01  4.26
C  1.57  -4.14  4.74
O  0.74  -4.79  4.18
O  2.06  -4.38  5.96
C  1.46  -5.49  6.70
H  3.69  -1.22  2.87
H  2.04  -0.56  2.95
H  2.65  -1.22  1.42
H  2.54  -3.53  2.28
H  1.00  -2.72  2.60
H  1.53  -5.17  7.74
H  2.03  -6.40  6.56
H  0.42  -5.64  6.42
C  -3.77  -1.41  2.67
C  -3.60  -2.39  1.50
O  -3.12  -3.71  1.93
C  -2.03  -4.28  1.38
O  -1.26  -3.81  0.57
O  -1.96  -5.48  1.96
C  -0.82  -6.29  1.75
H  -3.95  -1.91  3.62
H  -4.62  -0.75  2.46
H  -2.88  -0.80  2.80
H  -2.90  -1.99  0.77
H  -4.54  -2.58  0.99
H  -0.88  -6.79  0.78
H  -0.84  -7.02  2.56
H  0.08  -5.67  1.83
C  1.98  7.60  -4.23
C  2.13  6.10  -4.37
O  2.56  5.42  -3.07
C  1.81  5.29  -2.01
O  2.25  4.80  -0.91
O  0.55  5.52  -2.19
C  -0.45  5.08  -1.25
H  1.22  7.86  -3.50
H  1.70  8.04  -5.18
H  2.93  8.04  -3.92
H  2.99  5.86  -4.99
H  1.24  5.58  -4.72
H  -0.15  5.31  -0.23
H  -0.59  4.00  -1.40
H  -1.37  5.59  -1.50
C  -2.98  2.21  -2.27
C  -3.79  1.35  -3.23
O  -3.44  -0.04  -3.30
C  -3.88  -0.84  -2.29
O  -4.40  -0.47  -1.26
O  -3.58  -2.12  -2.64
C  -4.07  -3.26  -1.87
H  -1.93  2.36  -2.55
H  -3.07  1.85  -1.24
H  -3.46  3.20  -2.32
H  -3.73  1.71  -4.25
H  -4.83  1.40  -2.91
H  -3.31  -3.55  -1.14
H  -4.24  -4.05  -2.59
H  -5.00  -2.99  -1.38

Its charge is +2. The calculation puts the total energy at -4137.359652 Eh. The calculation puts the LUMO energy (alpha / beta) at -8.2761 / -9.8462 eV. Its highest occupied orbital energy (alpha / beta) is -14.161 / -14.161 eV. Its spin multiplicity is 6. Its expectation value of S² is 8.775.

***

Entry 2:
Density functional theory data (ωB97M-V/def2-TZVPD) for 3 unconnected molecules or ions with the total composition C31H63N4O6S at a distorted geometry.

Atoms and positions in Å:
C  5.38  0.33  -0.50
C  5.13  0.25  -2.15
C  3.98  -0.89  -2.42
C  3.04  -0.58  -3.76
C  3.27  -1.67  -4.98
C  1.44  -0.32  -3.39
C  0.92  1.17  -3.74
C  1.68  2.44  -4.43
C  2.73  3.25  -3.46
C  2.23  3.11  -1.90
C  2.74  4.85  -3.93
C  -0.63  1.32  -3.29
S  -1.65  2.88  -3.49
C  -1.25  0.01  -2.64
C  -2.84  0.17  -2.12
C  -2.77  0.95  -0.65
C  -3.84  2.21  -0.55
C  -5.36  1.74  -1.06
O  -6.08  0.88  -0.32
O  -5.88  2.35  -2.32
N  -0.71  -1.32  -2.40
N  0.58  -1.35  -2.81
C  1.18  -2.75  -2.57
C  0.05  -3.80  -1.92
H  4.34  0.30  0.08
H  6.12  -0.50  -0.11
H  5.82  1.41  -0.30
H  4.83  1.33  -2.49
H  6.11  -0.12  -2.68
H  4.53  -1.93  -2.61
H  3.30  -0.96  -1.46
H  3.54  0.42  -4.20
H  2.27  -2.22  -5.31
H  3.65  -1.11  -5.96
H  4.14  -2.44  -4.70
H  0.89  3.17  -4.91
H  2.31  2.01  -5.34
H  3.80  2.84  -3.68
H  2.78  3.96  -1.29
H  2.53  2.02  -1.54
H  1.06  3.28  -1.85
H  3.56  5.42  -3.31
H  1.68  5.31  -3.69
H  2.96  4.97  -5.08
H  -2.86  2.48  -4.12
H  -3.51  0.73  -2.91
H  -3.33  -0.87  -1.90
H  -1.67  1.36  -0.42
H  -3.01  0.19  0.23
H  -3.91  2.53  0.59
H  -3.49  3.16  -1.15
H  -5.42  1.90  -3.09
H  1.52  -3.27  -3.56
H  2.03  -2.73  -1.73
H  -0.84  -3.97  -2.67
H  0.55  -4.87  -1.76
H  -0.31  -3.44  -0.85
C  6.08  -7.78  1.77
O  4.97  -7.60  0.90
C  3.71  -7.76  1.56
C  2.95  -6.42  1.59
N  3.60  -5.47  2.50
C  3.07  -4.11  2.40
C  3.31  -3.36  1.07
O  4.68  -3.06  0.82
C  5.40  -4.09  0.15
H  6.99  -7.75  1.17
H  6.12  -6.98  2.51
H  6.03  -8.76  2.27
H  3.82  -8.18  2.57
H  3.13  -8.48  0.97
H  1.93  -6.60  1.92
H  2.93  -6.03  0.57
H  4.60  -5.44  2.30
H  3.54  -3.53  3.20
H  2.00  -4.13  2.61
H  2.80  -2.39  1.15
H  2.85  -3.87  0.21
H  4.77  -4.67  -0.53
H  5.87  -4.75  0.88
H  6.20  -3.63  -0.43
C  -6.54  2.91  2.02
O  -7.22  3.99  2.64
C  -8.17  3.55  3.62
C  -7.72  4.01  5.02
N  -6.54  3.27  5.46
C  -5.93  3.81  6.68
C  -5.30  5.22  6.58
O  -4.15  5.28  5.74
C  -4.44  5.51  4.37
H  -5.92  3.32  1.21
H  -5.88  2.40  2.73
H  -7.24  2.19  1.58
H  -8.33  2.47  3.59
H  -9.12  4.04  3.38
H  -8.54  3.84  5.73
H  -7.52  5.08  4.97
H  -5.84  3.28  4.72
H  -5.14  3.11  6.97
H  -6.67  3.80  7.49
H  -4.95  5.48  7.58
H  -6.03  5.99  6.31
H  -5.33  6.13  4.22
H  -4.54  4.56  3.84
H  -3.59  6.04  3.93

Its charge is +1. The calculation puts the total energy at -2286.833252 Eh. The calculation puts the LUMO energy at -4.6725 eV. Its highest occupied orbital energy is -9.830 eV. Its spin multiplicity is 1.

***

Entry 3:
Density functional theory data (ωB97M-V/def2-TZVPD) for 2 unconnected molecules or ions with the total composition C31H65INO2P at a distorted geometry.

Atoms and positions in Å:
C  -3.31  0.86  0.52
C  -3.29  0.22  -0.88
C  -3.10  -1.31  -0.84
C  -1.70  -1.73  -1.29
C  -1.57  -1.88  -2.81
C  -0.10  -1.70  -3.32
C  -0.06  -0.44  -4.21
C  1.34  0.27  -4.32
C  1.20  1.69  -3.74
C  2.26  2.75  -4.17
C  3.48  2.26  -4.97
C  4.72  1.73  -4.15
C  5.45  3.01  -3.66
C  5.82  3.19  -2.15
C  4.79  2.83  -1.07
C  5.62  2.29  0.15
P  5.44  0.54  0.57
I  3.15  0.00  1.15
C  6.16  -0.60  -0.64
C  6.08  -2.10  -0.19
C  4.91  -2.83  -0.84
C  5.19  -4.33  -1.13
C  5.38  -4.63  -2.61
O  4.95  -5.96  -2.79
C  4.66  -6.21  -4.15
H  -4.31  0.96  0.93
H  -2.89  1.86  0.47
H  -2.74  0.27  1.25
H  -4.27  0.43  -1.32
H  -2.55  0.73  -1.49
H  -3.89  -1.79  -1.41
H  -3.22  -1.61  0.20
H  -1.01  -0.96  -0.95
H  -1.45  -2.68  -0.81
H  -2.24  -1.18  -3.29
H  -1.92  -2.88  -3.06
H  0.58  -1.60  -2.49
H  0.11  -2.57  -3.93
H  -0.36  -0.75  -5.21
H  -0.82  0.27  -3.88
H  1.58  0.25  -5.37
H  2.06  -0.29  -3.72
H  0.24  2.06  -4.08
H  1.11  1.63  -2.65
H  2.64  3.27  -3.29
H  1.73  3.50  -4.74
H  3.89  3.15  -5.45
H  3.23  1.58  -5.77
H  4.44  1.04  -3.36
H  5.30  1.15  -4.86
H  4.93  3.90  -3.98
H  6.42  3.02  -4.16
H  6.01  4.26  -2.05
H  6.77  2.71  -1.95
H  4.00  2.16  -1.41
H  4.29  3.74  -0.74
H  5.26  2.84  1.02
H  6.68  2.48  0.03
H  6.16  0.34  1.77
H  7.20  -0.38  -0.86
H  5.62  -0.52  -1.58
H  5.87  -2.10  0.88
H  7.02  -2.61  -0.37
H  4.03  -2.76  -0.22
H  4.63  -2.38  -1.80
H  6.08  -4.59  -0.56
H  4.34  -4.90  -0.79
H  6.44  -4.56  -2.89
H  4.77  -3.97  -3.24
H  5.55  -6.24  -4.77
H  4.19  -7.19  -4.23
H  3.95  -5.47  -4.51
C  -4.97  1.18  7.03
C  -5.59  1.98  5.86
C  -7.01  2.41  6.23
C  -8.02  1.26  6.20
C  -7.97  0.53  4.86
C  -6.56  0.07  4.48
N  -5.55  1.17  4.61
O  -5.71  1.98  3.61
C  -6.16  -1.13  5.37
C  -6.59  -0.52  3.07
C  -4.72  3.22  5.74
H  -4.18  0.51  6.67
H  -4.51  1.84  7.75
H  -5.70  0.59  7.58
H  -7.35  3.18  5.54
H  -7.01  2.86  7.22
H  -7.84  0.56  7.02
H  -9.02  1.66  6.35
H  -8.64  -0.33  4.89
H  -8.35  1.20  4.08
H  -5.12  -1.42  5.18
H  -6.78  -1.99  5.14
H  -6.28  -0.95  6.43
H  -6.96  0.20  2.34
H  -7.26  -1.37  3.03
H  -5.60  -0.85  2.76
H  -3.69  2.96  5.47
H  -4.69  3.75  6.69
H  -5.10  3.93  5.00

Its charge is +1. The calculation puts the total energy at -2064.083194 Eh. The calculation puts the LUMO energy (alpha / beta) at -4.2604 / -4.2604 eV. Its highest occupied orbital energy (alpha / beta) is -9.833 / -10.609 eV. Its spin multiplicity is 2. Its expectation value of S² is 0.754.